[1]
Formula: C3H2BrI
Source: the OMol25 dataset
Level of theory: ωB97M-V with the def2-TZVPD basis set

The geometry in XYZ format:
```
7
Properties=species:S:1:pos:R:3:lowdin_charge:R:1
Br 0.154 -2.536 0.063 0.793
C -0.549 -0.853 -0.003 -0.774
C -0.646 0.347 0.616 -0.143
C -0.167 0.333 -0.752 -0.357
I 2.237 1.023 -0.098 0.309
H -0.419 0.684 1.625 0.102
H -0.611 1.002 -1.452 0.070
```

## Properties
Calculated total energy, eV: -81282.4225
ΔE to the lowest compared entry with this formula, charge and spin, kJ/mol: 146.5
E_HOMO, eV: -8.89
Total charge: 0
Max |F|, Eh/bohr: 0.060
SMILES string: BrC1=C[C@H]1I

[2]
Formula: C5H9NO
Source: the OMol25 dataset
Level of theory: ωB97M-V with the def2-TZVPD basis set

The geometry in XYZ format:
```
16
Properties=species:S:1:pos:R:3:lowdin_charge:R:1
C 0.336 2.158 -0.187 -0.057
C -0.634 1.020 -0.405 -0.236
C -0.109 -0.277 -0.899 -0.102
C -1.127 -1.228 -0.369 -0.028
C -0.593 -0.161 0.528 -0.341
N 0.242 -0.254 1.657 0.013
O 0.203 -1.334 2.216 -0.055
H 0.504 2.704 -1.120 0.080
H 1.297 1.783 0.178 0.081
H -0.050 2.861 0.557 0.082
H -1.636 1.311 -0.732 0.139
H 0.905 -0.495 -1.207 0.124
H -0.782 -2.238 -0.157 0.098
H -2.161 -1.155 -0.708 0.109
H 1.933 -2.359 -0.024 0.055
H 1.672 -2.337 0.672 0.039
```

## Properties
Calculated total energy, eV: -8863.3725
ΔE to the lowest compared entry with this formula, charge and spin, kJ/mol: 563.5
E_HOMO, eV: -9.01
Total charge: 0
Max |F|, Eh/bohr: 0.009
SMILES string: C[C@H]1[C@@H]2C[C@]12N=O.[H][H]

[3]
Formula: C28H37N8PS5V
Source: the OMol25 dataset
Level of theory: ωB97M-V with the def2-TZVPD basis set

The geometry in XYZ format:
```
80
Properties=species:S:1:pos:R:3:lowdin_charge:R:1
V -0.671 0.465 -0.369 0.254
C -3.048 1.763 4.605 -0.033
N -2.885 1.753 3.161 -0.128
C -3.770 2.272 2.253 -0.043
C -3.238 2.026 1.021 -0.097
N -2.052 1.365 1.158 0.005
C -1.855 1.213 2.456 -0.433
P -0.448 0.368 3.243 1.176
C 0.868 1.174 2.304 -0.482
N 0.847 1.363 0.997 -0.020
C 1.983 2.061 0.690 -0.157
C 2.704 2.272 1.829 -0.043
N 1.989 1.712 2.853 -0.128
C 2.473 1.538 4.210 -0.032
C -0.561 -1.181 2.305 -0.482
N -0.735 -1.260 0.996 -0.008
C -0.865 -2.590 0.706 -0.160
C -0.763 -3.314 1.856 -0.058
N -0.570 -2.410 2.869 -0.123
C -0.312 -2.737 4.258 -0.028
H -3.914 2.373 4.848 0.090
H -2.170 2.190 5.085 0.082
H -3.209 0.754 4.983 0.089
H -4.680 2.756 2.562 0.119
H -3.637 2.273 0.053 0.107
H 2.206 2.337 -0.328 0.066
H 3.646 2.762 2.003 0.124
H 3.104 2.384 4.471 0.093
H 3.047 0.614 4.287 0.083
H 1.631 1.501 4.898 0.066
H -1.014 -2.909 -0.311 0.042
H -0.803 -4.372 2.048 0.124
H -0.546 -3.787 4.415 0.093
H -0.937 -2.135 4.915 0.076
H 0.736 -2.567 4.504 0.089
C 2.678 -4.403 1.568 -0.549
C 3.584 -3.229 1.979 -0.527
S 2.830 -1.604 1.691 0.857
C 3.504 -1.141 0.070 -0.531
C 3.505 -2.212 -1.010 -0.518
S 1.843 -2.761 -1.484 0.872
C 2.214 -4.455 -2.011 -0.534
C 2.128 -5.546 -0.954 -0.546
S 3.396 -5.543 0.346 0.853
H 1.762 -4.011 1.130 0.014
H 2.408 -4.985 2.451 0.062
H 4.546 -3.267 1.468 0.065
H 3.803 -3.279 3.046 0.059
H 4.529 -0.789 0.209 0.080
H 2.897 -0.296 -0.253 -0.003
H 4.082 -3.080 -0.693 0.037
H 3.997 -1.783 -1.886 0.084
H 3.192 -4.469 -2.497 0.077
H 1.479 -4.678 -2.788 0.072
H 2.236 -6.519 -1.440 0.066
H 1.148 -5.543 -0.473 0.071
C -1.551 -0.968 -4.761 -0.145
C -0.871 -0.514 -3.488 -0.771
S -1.646 -1.048 -1.995 0.574
C 0.249 0.231 -3.489 -0.755
C 0.939 0.697 -4.743 -0.135
S 1.054 0.688 -1.991 0.611
H -2.285 -1.739 -4.535 0.046
H -0.843 -1.379 -5.484 0.066
H -2.080 -0.147 -5.258 0.071
H 0.476 0.310 -5.650 0.056
H 1.987 0.387 -4.734 0.064
H 0.938 1.789 -4.804 0.067
N -0.361 6.760 -1.417 0.153
C -0.818 5.743 -1.696 -0.183
C -1.395 4.477 -2.044 -0.203
C -2.297 4.351 -3.098 -0.012
C -2.815 3.098 -3.354 -0.029
C -2.422 2.019 -2.571 -0.127
N -1.551 2.135 -1.561 -0.047
C -1.054 3.345 -1.312 -0.090
H -2.573 5.214 -3.688 0.121
H -3.519 2.934 -4.158 0.110
H -2.807 1.021 -2.736 0.060
H -0.341 3.422 -0.500 0.115
```

## Properties
Calculated total energy, eV: -130711.0700
ΔE to the lowest compared entry with this formula, charge and spin, kJ/mol: 0.0
E_HOMO (spin up / spin down), eV: -5.44 / -4.89
Multiplicity: 2
Total charge: 0
Max |F|, Eh/bohr: 0.007

[4]
Formula: C12H17N
Source: the OMol25 dataset
Level of theory: ωB97M-V with the def2-TZVPD basis set

The geometry in XYZ format:
```
30
Properties=species:S:1:pos:R:3:lowdin_charge:R:1
C 2.935 -1.712 -0.957 -0.281
C 2.236 -0.387 -1.486 -0.083
C 2.542 -2.093 0.459 -0.117
H 4.020 -1.679 -1.165 0.109
H 2.639 -2.541 -1.580 0.087
H 2.779 0.435 -1.050 0.062
H 2.135 -0.417 -2.519 0.038
H 3.003 -3.039 0.805 0.093
H 1.201 -0.218 -1.032 0.063
H 1.620 -2.282 0.364 -0.040
H 2.881 -1.347 1.226 0.100
C -2.346 0.145 -2.238 0.006
C -1.757 1.039 0.327 -0.093
C -1.937 0.017 -0.800 -0.109
C -1.323 0.327 1.415 -0.240
C -1.701 -1.183 -0.214 0.048
C -1.117 3.068 1.440 -0.031
C -0.606 2.372 2.538 0.020
C -1.560 2.434 0.250 0.062
C -0.850 0.975 2.529 0.048
N -1.531 -1.068 1.221 0.158
H -0.905 4.122 1.398 0.113
H -0.146 2.939 3.265 0.099
H -1.921 2.957 -0.648 0.139
H -0.465 0.274 3.278 0.135
H -3.273 0.748 -2.104 0.118
H -2.602 -0.733 -2.816 0.096
H -1.551 -2.235 -0.579 0.173
H -0.760 -1.668 1.447 0.140
H -1.642 0.746 -2.774 0.090
```

## Properties
Calculated total energy, eV: -14200.2587
ΔE to the lowest compared entry with this formula, charge and spin, kJ/mol: 243.6
E_HOMO (spin up / spin down), eV: -13.50 / -13.51
Multiplicity: 2
Total charge: +1
Max |F|, Eh/bohr: 0.157

[5]
Formula: C4H6N2O
Source: the OMol25 dataset
Level of theory: ωB97M-V with the def2-TZVPD basis set

The geometry in XYZ format:
```
13
Properties=species:S:1:pos:R:3:lowdin_charge:R:1
C -1.678 0.872 -0.138 0.031
N -0.014 0.578 0.087 -0.005
N 1.178 0.659 -0.507 0.009
C 1.823 -0.514 -0.293 -0.092
C 0.987 -1.405 0.245 0.007
C -0.228 -0.715 0.462 -0.531
O -1.326 -1.154 0.879 -0.030
H -2.348 0.589 -0.970 0.086
H -2.325 0.830 0.749 0.079
H -1.604 1.971 -0.305 0.058
H 1.650 1.544 -0.435 0.154
H 2.854 -0.625 -0.574 0.122
H 1.169 -2.440 0.461 0.111
```

## Properties
Calculated total energy, eV: -9269.5151
ΔE to the lowest compared entry with this formula, charge and spin, kJ/mol: 384.7
E_HOMO, eV: -8.41
Total charge: 0
Max |F|, Eh/bohr: 0.128
SMILES string: Cn1[nH]ccc1=O

[6]
Formula: C3H4HgNaO4
Source: the OMol25 dataset
Level of theory: ωB97M-V with the def2-TZVPD basis set

The geometry in XYZ format:
```
13
Properties=species:S:1:pos:R:3:lowdin_charge:R:1
O 0.280 0.013 -0.459 0.181
C 1.495 -0.419 0.153 -0.657
C -0.883 -0.054 0.126 -0.328
O 2.498 -0.060 -0.463 -0.174
O 1.416 -1.041 1.216 0.080
C -1.985 0.721 -0.452 0.090
Hg 3.261 0.887 -2.482 1.074
H -1.638 1.707 -0.770 0.133
H -2.364 0.151 -1.316 0.142
Na 3.737 -1.359 1.414 0.842
O -1.037 -0.573 1.270 0.260
H -2.016 -0.765 1.424 0.225
H -2.765 0.792 0.338 0.133
```

## Properties
Calculated total energy, eV: -19940.7548
ΔE to the lowest compared entry with this formula, charge and spin, kJ/mol: 0.0
E_HOMO (spin up / spin down), eV: -17.52 / -18.67
Multiplicity: 2
Total charge: +2
Max |F|, Eh/bohr: 0.060